Model w:
ORCA calculation (the ωB97M-V functional and the def2-TZVPD basis) on an isolated molecule of C4H8O2.

As for the gap between HOMO and LUMO: 11.15 eV. As for the structure (SMILES): C[C@@H](O)[C@H]1CO1. Its HOMO energy is -10.0828 eV.

ORCA input file:
```
! RIJCOSX wB97M-V def2-TZVPD def2/J DEFGRID3
* xyz 0 1
C 1.62634 -0.56458 0.73019
C 0.41499 0.30189 0.44071
O 0.84651 1.57496 0.00818
C -0.51265 -0.31728 -0.61473
C -1.94415 -0.05143 -0.47878
O -1.16012 0.66166 -1.42629
H 2.20871 -0.70250 -0.18711
H 2.25552 -0.05181 1.46255
H 1.33592 -1.54178 1.13347
H -0.18136 0.40925 1.36251
H 0.32411 1.76892 -0.78092
H -0.15344 -1.19310 -1.16169
H -2.26624 0.50845 0.39731
H -2.71044 -0.69625 -0.90018
*
```

Okay, here come the natural (NBO) numbers, in e, for every atom: -0.62 0.07 -0.72 0.03 -0.10 -0.50 0.21 0.22 0.21 0.15 0.49 0.19 0.18 0.19

---

Model x:
ORCA calculation (the ωB97M-V functional and the def2-TZVPD basis) on an isolated molecule of C4H8O2.

As for the gap between HOMO and LUMO: 10.49 eV. As for the structure (SMILES): CO[C@H]1C[C@H]1O. Its HOMO energy is -9.4922 eV.

ORCA input file:
```
! RIJCOSX wB97M-V def2-TZVPD def2/J DEFGRID3
* xyz 0 1
C 1.61567 -0.35893 -1.03246
O 0.26859 0.03216 -1.06971
C -0.57400 -0.55781 -0.13452
C -0.46350 -0.30270 1.35388
C -1.45833 0.49577 0.50459
O -0.93349 1.85992 0.23741
H 1.72188 -1.42671 -1.26195
H 2.06987 -0.15279 -0.05487
H 2.12731 0.22747 -1.79940
H -0.88123 -1.57655 -0.41742
H 0.29725 0.38293 1.71271
H -0.64293 -1.15340 2.02201
H -2.37162 1.04474 0.36038
H -0.65176 1.78989 -0.68385
*
```

Okay, here come the natural (NBO) numbers, in e, for every atom: -0.24 -0.54 0.05 -0.47 -0.01 -0.74 0.17 0.17 0.19 0.19 0.24 0.23 0.27 0.48

---

Short version: model w is the most stable of them.

---

Model w:
ORCA calculation (the ωB97M-V functional and the def2-TZVPD basis) on an isolated molecule of C4H8O2.

As for the gap between HOMO and LUMO: 10.49 eV. As for the structure (SMILES): OCC1COC1. Its HOMO energy is -9.6139 eV.

ORCA input file:
```
! RIJCOSX wB97M-V def2-TZVPD def2/J DEFGRID3
* xyz 0 1
O -1.92043 -0.30289 1.25729
C -0.71592 0.42734 1.06456
C 0.07823 -0.33224 0.00663
C -0.04423 0.05496 -1.47821
O 1.38110 0.18435 -1.60723
C 1.59214 -0.24485 -0.25910
H -2.49408 0.20298 1.84604
H -0.14326 0.49644 2.00320
H -0.94833 1.45983 0.74919
H -0.03817 -1.39711 0.16764
H -0.45159 -0.72482 -2.13302
H -0.55225 1.00378 -1.70576
H 2.00624 -1.27212 -0.22218
H 2.25369 0.41651 0.31166
*
```

Okay, here come the natural (NBO) numbers, in e, for every atom: -0.72 -0.06 -0.29 -0.05 -0.54 -0.04 0.47 0.16 0.16 0.22 0.17 0.17 0.16 0.18

---

Model x:
ORCA calculation (the ωB97M-V functional and the def2-TZVPD basis) on an isolated molecule of C4H8O2.

As for the gap between HOMO and LUMO: 10.81 eV. As for the structure (SMILES): C[C@H]1OC[C@H]1O. Its HOMO energy is -9.8783 eV.

ORCA input file:
```
! RIJCOSX wB97M-V def2-TZVPD def2/J DEFGRID3
* xyz 0 1
C -1.37920 -0.02738 -0.87373
C -0.08941 0.67596 -0.37392
O -0.28034 1.12023 0.97810
C 0.58604 0.09629 1.49982
C 1.16214 -0.14649 0.11512
O 1.20240 -1.45353 -0.37766
H -1.63508 -0.92630 -0.30047
H -2.21201 0.67747 -0.73242
H -1.38615 -0.28748 -1.94298
H 0.14672 1.48997 -1.07193
H 0.02879 -0.77900 1.86500
H 1.25118 0.47348 2.28026
H 2.11608 0.36294 -0.07365
H 0.48885 -1.27617 -0.99155
*
```

Okay, here come the natural (NBO) numbers, in e, for every atom: -0.68 0.07 -0.53 -0.09 0.05 -0.69 0.22 0.24 0.22 0.18 0.18 0.18 0.18 0.47

---

Short version: model x is the most stable of them.

---

Model w:
ORCA calculation (the ωB97M-V functional and the def2-TZVPD basis) on an isolated molecule of C2H4FN3.

As for the gap between HOMO and LUMO: 8.26 eV. Its HOMO energy is -7.4699 eV.

ORCA input file:
```
! RIJCOSX wB97M-V def2-TZVPD def2/J DEFGRID3
* xyz 0 1
C 1.55640 0.32560 -0.62303
C -1.59251 -0.08874 1.33815
N -0.57090 -0.41974 0.67020
N -0.59911 -0.41299 -0.71804
N 0.53229 -0.06740 -1.26448
F -1.47772 -0.40873 2.57838
H 1.77767 0.11524 0.48407
H 2.42056 0.72272 -1.19167
H -2.46059 0.32472 1.06638
H 0.41389 -0.09068 -2.33995
*
```

Okay, here come the natural (NBO) numbers, in e, for every atom: -0.30 0.46 -0.36 -0.27 -0.23 -0.30 0.24 0.19 0.14 0.43

---

Model x:
ORCA calculation (the ωB97M-V functional and the def2-TZVPD basis) on a cluster of 2 separate species, C2H4FN3 in total.

As for the gap between HOMO and LUMO: 9.24 eV. Its HOMO energy is -9.1938 eV.

ORCA input file:
```
! RIJCOSX wB97M-V def2-TZVPD def2/J DEFGRID3
* xyz 0 1
C 0.52956 0.57906 0.38071
C -0.83354 0.42126 -0.28907
N -1.11230 -0.94820 -0.32816
N -0.09585 -1.63706 -0.06183
N 0.94077 -0.81712 0.17229
F -1.85689 1.22356 0.16504
H 1.19625 1.21550 -0.08052
H 0.36515 0.62741 1.54806
H -0.86274 0.58847 -2.03264
H 1.72961 -1.25289 0.52614
*
```

Okay, here come the natural (NBO) numbers, in e, for every atom: -0.33 0.44 -0.30 0.06 -0.43 -0.34 0.24 0.22 0.04 0.39

---

Short version: model w is the most stable of them.

---

Model w:
ORCA calculation (the ωB97M-V functional and the def2-TZVPD basis) on a structure of composition C4H8N4.

As for the gap between HOMO and LUMO: 8.82 eV. Its HOMO energy is -8.3980 eV.

ORCA input file:
```
! RIJCOSX wB97M-V def2-TZVPD def2/J DEFGRID3
* xyz 0 1
C -2.07445 -0.06371 0.06578
C 0.46382 -0.54045 -0.49038
C 2.96725 -0.47686 -0.10236
C 2.08976 0.72700 0.66365
H -2.53837 1.96158 -0.26464
H -4.04952 0.98540 -0.52203
H -3.62527 -1.18280 0.38528
H 0.62540 -1.63838 -0.87733
H 2.83157 -1.67374 0.37434
H 3.84784 -0.39748 -0.97918
H 2.23089 2.13145 0.79030
H 1.57999 0.19714 1.72254
N -2.72882 0.94189 -0.29131
N -2.58611 -1.31969 0.36637
N -0.61707 0.16110 -0.26185
N 1.58308 0.18755 -0.57917
*
```

Okay, here come the natural (NBO) numbers, in e, for every atom: 0.55 0.33 -0.32 -0.23 0.42 0.39 0.31 0.17 0.22 0.25 0.24 0.22 -0.78 -0.77 -0.55 -0.45

---

Model x:
ORCA calculation (the ωB97M-V functional and the def2-TZVPD basis) on an isolated molecule of C4H8N4.

As for the gap between HOMO and LUMO: 7.45 eV. As for the structure (SMILES): C1=C\NNCC/N=N/1. Its HOMO energy is -7.1395 eV.

ORCA input file:
```
! RIJCOSX wB97M-V def2-TZVPD def2/J DEFGRID3
* xyz 0 1
C -1.97183 -0.42664 0.15614
C -1.48863 0.71858 -0.14732
N -0.31004 1.21954 -0.22689
N 0.71296 1.06865 0.56759
C 1.88950 0.43519 -0.09994
C 1.50008 -1.04625 -0.04970
N 0.09649 -0.97702 -0.53231
N -0.86791 -1.30913 0.27650
H -2.90280 -0.87220 0.33611
H -2.15499 1.50374 -0.84380
H -0.46436 2.34612 -0.41831
H 0.38894 0.75758 1.53604
H 1.63438 0.79953 -1.08053
H 2.89254 0.89572 0.29794
H 1.39480 -1.58553 1.02525
H 2.21624 -1.94440 -0.60200
*
```

Okay, here come the natural (NBO) numbers, in e, for every atom: -0.26 0.10 -0.41 -0.45 -0.26 -0.29 -0.24 -0.17 0.23 0.19 0.34 0.36 0.22 0.23 0.20 0.21

---

Short version: model x is the most stable of them.